No. 1
DFT (wB97M-V/def2-TZVPD) results for a molecular structure, C45H51BrIrN4O4S4Si.

The value obtained for the total energy is -185744.1489 eV. Its net charge is -1. Its LUMO energy (alpha / beta) is 2.2 / 0.6 eV. Its HOMO-LUMO gap (alpha / beta) is 6.8 / 5.4 eV. The maximum force is 0.0298 Eh/bohr. As for the relative energy (zero: lowest compared OMol25 entry of this formula, charge and spin): 2.0049 eV. As for the spin multiplicity: 5.

Last column: Mulliken charge in e.
CARTESIAN COORDINATES (ANGSTROEM)
Ir  -0.612  0.459  0.008  2.9452
C  0.636  -0.248  5.559  -1.4670
C  -0.461  0.493  4.838  0.6611
C  -1.172  1.490  5.493  -0.6560
C  -2.133  2.182  4.768  -0.6217
C  -2.364  1.843  3.454  -0.4330
C  -1.669  0.757  2.869  -0.4834
N  -0.713  0.129  3.577  0.1224
N  -2.013  0.325  1.596  1.1300
Si  -3.690  -0.080  1.325  0.4524
C  -4.749  1.359  0.719  -0.9175
C  -4.428  -0.463  3.045  -1.2477
C  -3.857  -1.762  0.501  -0.6027
H  0.289  -0.624  6.524  0.4644
H  1.482  0.416  5.743  0.3172
H  0.988  -1.077  4.948  0.0490
H  -0.974  1.723  6.532  0.4095
H  -2.702  2.979  5.236  0.3722
H  -3.084  2.379  2.846  0.3418
H  -5.007  2.008  1.563  0.4921
H  -5.686  1.013  0.264  0.3082
H  -4.209  1.946  -0.022  0.0718
H  -4.730  0.438  3.587  0.2994
H  -3.700  -0.991  3.674  0.2720
H  -5.313  -1.105  2.947  0.4650
H  -3.419  -1.778  -0.497  -0.1439
H  -4.915  -2.039  0.416  0.3611
H  -3.356  -2.512  1.123  0.2606
O  -2.507  0.452  -1.092  -1.7913
C  -2.811  0.724  -2.418  2.0191
C  -4.336  0.917  -2.564  -0.2969
C  -5.037  2.038  -2.891  -0.3161
C  -6.449  1.831  -2.915  -0.6847
C  -6.788  0.551  -2.610  -0.6532
S  -5.404  -0.406  -2.284  -0.0219
C  -2.435  -0.471  -3.307  -0.1482
C  -1.894  -1.642  -2.881  0.2203
C  -1.747  -2.608  -3.920  -0.8618
C  -2.200  -2.158  -5.119  -0.7491
S  -2.804  -0.554  -4.992  -0.1335
C  -2.164  2.039  -2.861  -0.5780
C  -1.893  2.585  -4.075  -0.4805
C  -1.388  3.916  -3.983  -0.8691
C  -1.304  4.354  -2.701  -0.6297
S  -1.815  3.151  -1.588  0.0918
H  -4.568  2.988  -3.113  0.4843
H  -7.166  2.605  -3.159  0.4004
H  -7.775  0.114  -2.548  0.4455
H  -1.596  -1.790  -1.852  0.1417
H  -1.324  -3.594  -3.769  0.4218
H  -2.226  -2.668  -6.071  0.4714
H  -2.035  2.069  -5.015  0.4455
H  -1.089  4.505  -4.842  0.3811
H  -0.976  5.319  -2.346  0.4874
C  0.248  -2.442  1.189  -0.4176
C  1.426  -3.416  1.041  0.7346
C  1.345  -4.451  2.181  -1.6538
C  2.855  -2.884  1.000  -0.3063
C  3.770  -3.720  0.397  -0.4747
C  5.139  -3.462  0.394  -1.1976
C  5.638  -2.326  1.038  -0.8438
C  4.803  -1.424  1.645  0.4783
C  5.423  -0.198  2.284  0.3558
C  4.962  0.041  3.725  -1.5008
C  5.142  1.050  1.436  -1.1640
C  3.344  -1.635  1.604  1.1654
O  2.575  -0.781  2.064  -0.1593
H  -0.687  -3.009  1.131  0.4754
H  0.258  -1.718  0.364  -1.2810
H  0.265  -1.896  2.125  0.0543
H  1.288  -3.954  0.098  0.5440
H  1.427  -3.945  3.147  0.2670
H  2.143  -5.194  2.108  0.4349
H  0.383  -4.967  2.147  0.4337
H  3.406  -4.626  -0.079  0.5585
H  5.816  -4.155  -0.090  0.3898
H  6.708  -2.152  1.060  0.3886
H  6.503  -0.365  2.299  0.6578
H  3.887  0.186  3.745  0.0540
H  5.446  0.934  4.126  0.4489
H  5.217  -0.808  4.369  0.3811
H  4.077  1.274  1.461  -0.1455
H  5.427  0.900  0.394  0.3524
H  5.686  1.912  1.830  0.5233
C  2.336  -2.038  -2.367  -0.2271
N  2.074  -1.831  -3.780  0.4821
C  2.498  -2.657  -4.813  -0.1624
C  2.079  -2.119  -5.970  -0.8587
N  1.391  -0.966  -5.633  0.1995
C  1.388  -0.763  -4.279  -0.9351
S  0.669  0.528  -3.511  0.2646
H  2.848  -2.993  -2.242  0.0159
H  1.398  -2.040  -1.813  -0.0181
H  2.946  -1.231  -1.970  0.1192
H  3.080  -3.544  -4.631  0.4182
H  2.195  -2.452  -6.987  0.4178
H  0.946  -0.314  -6.250  0.2279
Br  3.071  3.997  -2.169  -0.1489
C  2.185  3.814  -0.506  0.1629
C  1.791  4.986  0.128  -0.4634
C  1.114  4.929  1.337  -0.7245
C  0.840  3.705  1.926  -0.9809
C  1.238  2.541  1.291  -0.3749
C  1.911  2.571  0.064  0.0955
C  2.301  1.225  -0.531  0.1776
O  3.408  1.061  -1.020  -0.7246
O  1.434  0.279  -0.365  -0.4812
H  2.008  5.936  -0.342  0.4446
H  0.795  5.849  1.814  0.3921
H  0.323  3.653  2.877  0.3895
H  1.104  1.580  1.786  0.7204



No. 2
DFT (wB97M-V/def2-TZVPD) results for a gas-phase ion, C8H17N2 (charge +1).

The value obtained for the total energy is -11544.2814 eV. Its net charge is +1. Its LUMO energy is -3.2 eV. Its HOMO-LUMO gap is 9.4 eV. The maximum force is 0.0833 Eh/bohr. As for the relative energy (zero: lowest compared OMol25 entry of this formula, charge and spin): 1.9135 eV. Its SMILES is C[NH+]=C1CCCNCCC1. As for the spin multiplicity: 1.

Last column: Mulliken charge in e.
CARTESIAN COORDINATES (ANGSTROEM)
C  2.745  -0.201  0.929  -0.8865
N  1.745  0.659  0.204  -0.0150
C  0.862  0.297  -0.603  0.5958
C  0.727  -1.138  -0.929  -0.6710
C  -0.744  -1.654  -0.870  -0.7148
C  -1.321  -1.536  0.572  -0.9801
N  -1.008  -0.174  0.987  -0.0683
C  -1.878  0.870  0.517  -0.7774
C  -0.946  2.059  -0.029  -0.3502
C  -0.006  1.417  -1.129  -1.3171
H  2.338  -1.178  1.293  0.3673
H  3.692  -0.352  0.341  0.3034
H  2.900  0.384  1.862  0.3586
H  1.581  1.627  0.585  0.3626
H  1.314  -1.795  -0.219  0.2307
H  1.046  -1.401  -1.941  0.3605
H  -1.358  -1.220  -1.583  0.4036
H  -0.878  -2.694  -1.129  0.4808
H  -2.373  -1.745  0.525  0.3899
H  -0.984  -2.369  1.163  0.4409
H  -0.606  0.070  1.832  0.2488
H  -2.686  1.329  1.171  0.3398
H  -2.549  0.464  -0.242  0.3316
H  -0.264  2.316  0.769  0.3191
H  -1.671  2.764  -0.529  0.3717
H  -0.379  1.058  -2.059  0.4634
H  0.700  2.140  -1.486  0.4121



No. 3
DFT (wB97M-V/def2-TZVPD) results for a molecular structure, C13H29AsN2O7Se3TeZr.

The value obtained for the total energy is -296719.5036 eV. Its net charge is -2. Its LUMO energy (alpha / beta) is 3.6 / 3.6 eV. Its HOMO-LUMO gap (alpha / beta) is 3.7 / 3.7 eV. The maximum force is 0.0249 Eh/bohr. As for the relative energy (zero: lowest compared OMol25 entry of this formula, charge and spin): 0.7902 eV. As for the spin multiplicity: 1.

Last column: Mulliken charge in e.
CARTESIAN COORDINATES (ANGSTROEM)
Zr  1.065  -0.284  1.779  1.1502
O  1.059  0.255  -0.166  -0.6225
C  -0.075  0.057  -0.997  -0.0576
C  -1.344  0.494  -0.272  -0.8112
N  -1.187  0.310  1.205  0.4329
C  -1.494  1.566  1.947  -0.5201
C  -0.269  2.275  2.535  0.4599
O  -0.281  3.481  2.677  -0.7008
O  0.692  1.472  2.880  -0.6377
C  -2.019  -0.795  1.708  -0.7194
C  -1.543  -1.231  3.094  0.4479
O  -2.335  -1.650  3.919  -0.7593
O  -0.265  -1.104  3.261  -0.6018
H  1.639  2.115  -0.476  0.3715
H  -0.130  -1.001  -1.268  -0.0300
H  0.020  0.642  -1.918  0.4589
H  -2.194  -0.094  -0.623  0.4303
H  -1.597  1.531  -0.519  -0.0157
H  -2.122  1.321  2.809  0.4590
H  -2.030  2.271  1.312  0.3942
H  -1.906  -1.651  1.035  0.4583
H  -3.074  -0.518  1.769  0.3350
Se  3.108  -1.291  3.287  -0.4702
Se  3.507  -1.615  0.992  -0.1757
Te  5.442  -3.190  0.593  -0.4927
Se  1.084  -3.087  1.095  0.2642
O  2.952  1.393  1.572  -0.4126
H  2.603  2.200  1.136  0.3574
H  3.201  1.595  2.480  0.3836
C  0.643  4.532  -2.426  -1.3278
As  0.234  3.956  -0.601  0.6613
C  0.896  5.580  0.277  -1.1934
C  -2.750  3.384  -2.341  -1.0380
O  1.825  3.056  -0.303  -0.8901
H  0.075  5.439  -2.637  0.3642
H  0.299  3.759  -3.111  0.3844
H  1.714  4.718  -2.524  0.4014
H  0.235  6.413  0.033  0.3836
H  1.910  5.801  -0.061  0.3191
H  0.882  5.409  1.352  0.2871
H  -2.531  4.220  -3.026  0.1828
H  -3.278  3.790  -1.460  0.1092
H  -3.438  2.700  -2.867  0.1688
C  -0.189  -5.774  -0.107  -1.6300
C  0.058  -4.546  -0.988  1.3742
C  -1.046  -4.435  -2.039  -1.7895
C  1.419  -4.661  -1.682  -1.5698
N  -0.020  -3.301  -0.204  -0.0318
H  -0.202  -6.683  -0.714  0.4283
H  -1.149  -5.681  0.405  0.3699
H  0.596  -5.874  0.645  0.3554
H  -1.067  -5.323  -2.677  0.4334
H  -0.881  -3.556  -2.662  0.3696
H  -2.017  -4.327  -1.555  0.3668
H  1.453  -5.560  -2.305  0.4044
H  2.229  -4.713  -0.952  0.3683
H  1.593  -3.790  -2.317  0.3628



No. 4
DFT (wB97M-V/def2-TZVPD) results for 2 unconnected molecules or ions with the total composition CH6S4.

The value obtained for the total energy is -44474.4178 eV. Its net charge is -1. Its LUMO energy (alpha / beta) is 2.8 / 2.8 eV. Its HOMO-LUMO gap (alpha / beta) is 2.5 / 7.9 eV. The maximum force is 0.0710 Eh/bohr. As for the relative energy (zero: lowest compared OMol25 entry of this formula, charge and spin): 0.5337 eV. As for the spin multiplicity: 2.

Last column: Mulliken charge in e.
CARTESIAN COORDINATES (ANGSTROEM)
S  0.189  1.233  1.947  -0.5444
S  -1.203  2.200  0.870  -0.4725
H  1.064  2.202  2.342  0.0503
H  -2.176  2.641  1.705  0.0094
C  0.879  -0.444  -1.302  -0.6430
S  0.523  -2.250  -1.586  -0.0911
S  -1.313  -2.523  -0.671  -0.2495
H  -0.014  0.126  -1.513  0.2539
H  1.653  -0.328  -2.070  0.2803
H  1.417  -0.344  -0.367  0.2474
H  -1.018  -2.512  0.644  0.1591



No. 5
DFT (wB97M-V/def2-TZVPD) results for a molecular structure, C35H56AsF9N3O2PPb.

The value obtained for the total energy is -145588.7909 eV. Its net charge is +2. Its LUMO energy (alpha / beta) is -8.0 / -8.3 eV. Its HOMO-LUMO gap (alpha / beta) is 5.1 / 4.8 eV. The maximum force is 0.0285 Eh/bohr. As for the relative energy (zero: lowest compared OMol25 entry of this formula, charge and spin): 0.3879 eV. As for the spin multiplicity: 1.

Last column: Mulliken charge in e.
CARTESIAN COORDINATES (ANGSTROEM)
Pb  -0.836  0.564  -0.483  3.3767
C  -0.471  2.716  2.882  -1.4871
C  -0.449  1.399  3.652  0.5074
C  0.450  1.547  4.877  -1.6198
P  -0.055  0.043  2.398  0.4477
C  -1.017  -1.448  3.039  1.3648
C  -0.506  -2.739  2.408  -1.2464
C  -1.162  -1.590  4.549  -1.8108
C  1.683  -0.440  2.719  -0.1548
C  2.131  -0.880  3.944  -0.1553
C  3.425  -1.382  4.123  0.2624
C  3.899  -1.838  5.449  -1.6833
C  4.282  -1.425  3.010  -1.2188
C  3.868  -1.001  1.781  -0.6320
C  2.561  -0.456  1.598  -0.1133
N  2.252  0.238  0.518  0.5666
C  2.881  0.122  -0.661  0.1933
C  3.380  1.320  -1.255  0.2237
C  3.373  2.583  -0.466  -1.7066
C  4.032  1.253  -2.467  -0.5452
C  4.170  0.050  -3.159  0.5293
C  4.847  -0.001  -4.476  -1.5820
C  3.634  -1.112  -2.590  -0.8477
C  3.032  -1.120  -1.355  1.1089
C  2.425  -2.376  -0.816  -1.1337
H  -0.847  3.512  3.521  0.5962
H  -1.136  2.638  2.021  0.0522
H  0.534  2.987  2.560  0.2965
H  -1.476  1.188  3.966  0.5896
H  1.503  1.605  4.608  0.2841
H  0.310  0.753  5.606  0.3112
H  0.185  2.481  5.370  0.5224
H  -2.008  -1.248  2.636  -0.6209
H  0.496  -2.990  2.753  0.1750
H  -0.502  -2.659  1.321  -0.0343
H  -1.170  -3.553  2.694  0.6427
H  -0.267  -1.990  5.017  0.3237
H  -1.971  -2.294  4.737  0.5074
H  -1.439  -0.654  5.024  0.4092
H  1.466  -0.869  4.791  0.4181
H  3.078  -2.084  6.117  0.4044
H  4.474  -1.029  5.905  0.3571
H  4.564  -2.694  5.362  0.4400
H  5.288  -1.795  3.140  0.4912
H  4.560  -0.960  0.952  0.6354
H  2.560  2.585  0.253  0.0063
H  3.311  3.445  -1.124  0.6533
H  4.304  2.679  0.095  0.3755
H  4.464  2.153  -2.879  0.5493
H  5.630  0.748  -4.548  0.4014
H  4.122  0.210  -5.263  0.3086
H  5.265  -0.985  -4.668  0.4164
H  3.730  -2.038  -3.138  0.5274
H  2.542  -3.177  -1.541  0.5345
H  1.361  -2.219  -0.622  0.0366
H  2.895  -2.692  0.113  0.3032
C  -1.471  0.257  -4.062  -0.9338
N  -0.668  1.185  -3.273  1.1571
C  0.739  1.032  -3.625  -1.0504
C  -1.124  2.551  -3.540  -1.2513
C  -0.441  3.604  -2.674  -1.2176
N  -0.697  3.440  -1.247  0.7196
C  0.246  4.207  -0.442  -0.7083
C  -2.069  3.781  -0.901  -1.2565
H  -1.322  0.409  -5.138  0.3850
H  -2.524  0.402  -3.825  0.2136
H  -1.176  -0.765  -3.822  -0.0802
H  0.952  1.454  -4.615  0.2608
H  1.002  -0.023  -3.638  0.4692
H  1.371  1.527  -2.890  -0.1541
H  -2.204  2.584  -3.394  0.4640
H  -0.921  2.803  -4.592  0.4281
H  -0.779  4.592  -3.021  0.3354
H  0.637  3.549  -2.831  0.5414
H  -0.128  5.213  -0.234  0.4115
H  1.199  4.300  -0.959  0.2915
H  0.408  3.700  0.506  -0.2235
H  -2.296  4.827  -1.141  0.3592
H  -2.216  3.633  0.165  0.3397
H  -2.761  3.140  -1.442  0.1033
C  -2.488  -4.278  -0.329  -1.2052
As  -1.682  -3.081  -1.617  0.5225
C  -0.258  -4.157  -2.402  -1.3445
C  -2.930  -2.725  -3.060  -1.0160
O  -0.918  -1.737  -0.981  -0.2675
H  -2.947  -5.066  -0.927  0.5011
H  -3.245  -3.801  0.285  0.2439
H  -1.718  -4.722  0.302  0.3888
H  -0.700  -4.982  -2.957  0.4885
H  0.398  -4.556  -1.627  0.3833
H  0.316  -3.535  -3.088  0.3503
H  -3.847  -3.279  -2.874  0.4925
H  -2.499  -3.052  -4.007  0.5177
H  -3.160  -1.667  -3.100  -0.0282
F  -6.340  -0.259  -0.964  -0.2577
C  -5.024  -0.318  -1.058  0.1283
F  -4.666  0.200  -2.235  -0.2835
F  -4.679  -1.619  -1.115  -0.2688
C  -4.258  0.379  0.102  0.8723
O  -2.977  0.574  -0.240  -0.3243
C  -4.920  1.751  0.427  0.2296
F  -4.084  2.469  1.187  -0.1883
F  -5.117  2.440  -0.697  -0.2678
F  -6.072  1.661  1.075  -0.2554
C  -4.394  -0.548  1.343  0.0535
F  -3.622  -1.638  1.181  -0.0755
F  -5.625  -0.981  1.563  -0.2683
F  -3.960  0.049  2.456  -0.2826



No. 6
DFT (wB97M-V/def2-TZVPD) results for a molecular structure, C14H24BF4N4OTl.

The value obtained for the total energy is -39147.0693 eV. Its net charge is +2. Its LUMO energy is -7.1 eV. Its HOMO-LUMO gap is 9.0 eV. The maximum force is 0.0070 Eh/bohr. As for the relative energy (zero: lowest compared OMol25 entry of this formula, charge and spin): 0.0000 eV. As for the spin multiplicity: 1.

Last column: Mulliken charge in e.
CARTESIAN COORDINATES (ANGSTROEM)
Tl  -0.062  0.469  0.054  2.4999
C  -1.738  -1.886  1.232  -0.5267
C  -0.991  -1.269  2.407  -1.1437
N  0.357  -0.806  2.009  -0.2820
C  1.354  -1.877  1.806  -1.3417
C  1.824  -2.029  0.367  0.6441
C  2.881  -2.844  0.026  -1.0349
C  3.204  -2.974  -1.320  -0.4255
C  2.461  -2.308  -2.283  -1.0684
C  1.417  -1.503  -1.867  0.9318
C  0.546  -0.744  -2.853  -1.5356
N  -0.500  0.094  -2.225  -0.2007
C  -1.873  -0.449  -2.286  -1.0624
C  -2.106  -1.494  -1.204  -0.5770
N  -1.981  -0.902  0.149  -0.4188
N  1.132  -1.382  -0.572  0.2872
H  -2.678  -2.307  1.591  0.5450
H  -1.163  -2.708  0.803  0.3379
H  -0.933  -1.998  3.217  0.5267
H  -1.537  -0.403  2.787  0.3770
H  0.698  -0.135  2.689  0.3896
H  0.918  -2.831  2.115  0.3670
H  2.212  -1.704  2.453  0.6289
H  3.444  -3.367  0.788  0.5427
H  4.039  -3.596  -1.617  0.4620
H  2.694  -2.403  -3.336  0.5660
H  0.077  -1.469  -3.523  0.5166
H  1.183  -0.101  -3.457  0.5478
H  -0.460  1.023  -2.632  0.4039
H  -2.069  -0.902  -3.260  0.4897
H  -2.568  0.385  -2.169  0.4242
H  -1.360  -2.286  -1.283  0.3163
H  -3.086  -1.953  -1.339  0.5508
H  -2.817  -0.361  0.356  0.3531
F  1.704  2.076  -2.557  -0.3228
B  1.506  2.573  -1.297  0.4042
F  2.035  3.759  -0.996  -0.2661
F  0.038  2.571  -1.063  -0.4069
F  1.925  1.534  -0.324  -0.4759
C  -1.928  3.481  1.012  -1.0696
C  -0.711  3.124  1.797  0.9820
C  -0.149  4.102  2.756  -1.3741
O  -0.159  2.013  1.684  -0.6746
H  -2.267  4.491  1.224  0.4141
H  -2.726  2.781  1.276  0.3047
H  -1.713  3.394  -0.052  0.2384
H  -0.933  4.443  3.436  0.4130
H  0.160  4.982  2.181  0.3990
H  0.698  3.698  3.301  0.3439